Entry 1:
The following is a quantum chemistry calculation of C22H52IN2O9P3Si4SnTe as an isolated structure at a distorted geometry, from the OMol25 dataset.

```
95
Properties=species:S:1:pos:R:3:forces:R:3
Sn 1.845 1.379 1.341 1.449 1.404 0.452
O 3.181 5.289 -0.777 0.065 -0.016 -0.283
P 3.185 3.678 -0.507 -0.317 1.822 -1.023
O 1.669 3.338 -0.972 0.447 0.210 -0.118
O 3.228 3.519 0.952 -0.095 -0.391 1.391
O 4.271 3.195 -1.418 0.047 -0.305 -0.080
P 4.465 1.211 -1.020 0.335 -1.056 -0.595
O 2.169 2.162 -3.048 -0.111 0.451 -0.401
O 5.218 1.216 0.256 0.889 0.038 1.016
O 2.929 1.097 -0.682 -0.293 -0.326 0.213
H 3.185 5.672 0.096 -0.044 0.372 0.459
H 2.623 1.641 -2.365 -0.280 -0.307 0.214
N -0.464 2.790 2.456 -0.294 0.132 -0.335
C -0.248 2.774 3.886 -0.096 -0.006 0.469
C 0.419 1.460 4.330 -0.245 0.625 -0.078
O 0.660 1.327 5.525 -0.035 0.218 1.034
O 0.647 0.630 3.420 -0.373 -0.292 -0.489
H -1.014 3.598 2.184 0.081 -0.009 -0.119
H -0.987 1.959 2.207 -0.016 -0.106 -0.180
H -1.176 2.855 4.477 0.188 0.085 -0.042
H 0.407 3.598 4.172 -0.008 0.042 0.041
C -1.018 1.668 -3.837 0.027 0.107 0.061
C -0.286 1.688 -2.504 0.471 0.303 -0.018
P 0.943 3.105 -2.428 -1.585 0.324 -0.371
C -0.496 4.278 -1.697 0.390 -0.435 -0.088
C -0.145 5.727 -1.402 0.035 -0.050 0.010
C 1.178 4.219 -3.929 -0.189 -0.465 0.287
C 2.529 4.920 -3.907 0.031 0.046 0.006
H -1.720 0.835 -3.868 -0.045 -0.040 -0.082
H -0.300 1.553 -4.647 0.015 -0.076 -0.200
H -1.572 2.591 -4.002 -0.109 0.083 -0.081
H 0.287 0.766 -2.398 -0.045 0.137 0.107
H -0.993 1.749 -1.674 0.077 0.071 -0.025
H -0.807 3.814 -0.754 0.000 -0.133 -0.059
H -1.362 4.241 -2.369 0.013 -0.112 -0.103
H 0.727 5.771 -0.755 0.111 0.082 0.064
H -0.966 6.247 -0.896 -0.010 0.037 -0.035
H 0.090 6.283 -2.309 0.046 0.114 -0.078
H 0.369 4.944 -4.005 -0.110 -0.058 0.026
H 1.132 3.545 -4.785 -0.045 -0.020 -0.059
H 2.588 5.604 -3.065 0.092 0.127 -0.018
H 2.696 5.478 -4.835 -0.036 0.003 0.044
H 3.321 4.186 -3.788 0.103 -0.007 0.000
I 1.146 -1.780 6.279 0.126 -0.072 -0.040
C 2.517 -0.781 5.066 0.092 -0.420 0.569
C 3.430 0.100 5.601 0.061 -0.040 -0.057
C 4.269 0.776 4.728 0.020 0.011 0.047
C 4.148 0.529 3.370 0.596 0.241 0.118
N 3.279 -0.342 2.879 -0.058 0.012 -0.496
C 2.462 -0.968 3.703 0.050 -0.431 0.008
H 3.473 0.274 6.665 -0.047 0.040 0.074
H 4.987 1.491 5.103 0.030 0.041 -0.062
H 4.753 1.027 2.621 0.136 0.135 -0.042
H 1.738 -1.619 3.241 -0.172 -0.175 -0.002
C -4.079 -0.572 -1.238 0.504 -0.514 0.376
Si -3.572 -1.886 0.081 -1.101 0.694 0.172
C -3.946 -1.058 1.776 0.467 -0.311 -0.506
C -4.916 -3.268 -0.072 0.827 0.248 -0.017
Si -1.271 -2.529 -0.108 -0.065 0.098 0.189
Te 0.418 -0.602 0.317 -2.233 -3.081 -1.482
Si -0.935 -4.267 1.511 0.422 -0.648 0.866
C -1.919 -5.920 1.297 0.219 0.784 -0.226
C 0.914 -4.781 1.562 -0.551 0.406 -0.232
C -1.333 -3.645 3.282 0.037 0.078 -0.747
Si -1.003 -3.498 -2.286 0.413 -0.331 -1.153
C -1.255 -2.262 -3.745 0.042 -0.236 0.828
C -2.152 -4.992 -2.722 0.254 0.639 0.549
C 0.784 -4.173 -2.481 -0.582 0.384 0.332
H -5.026 -0.080 -1.029 -0.162 -0.067 0.228
H -4.152 -1.017 -2.225 0.024 -0.133 -0.264
H -3.310 0.193 -1.283 0.195 0.226 -0.053
H -4.848 -0.450 1.785 -0.193 0.027 -0.232
H -3.113 -0.417 2.044 0.226 0.194 0.121
H -4.042 -1.800 2.561 0.023 -0.230 0.192
H -5.929 -2.883 0.009 -0.099 0.298 0.039
H -4.783 -4.009 0.707 0.040 -0.237 0.239
H -4.831 -3.781 -1.022 0.012 -0.186 -0.306
H -1.593 -6.447 0.408 0.108 -0.141 -0.278
H -2.979 -5.725 1.185 -0.353 0.045 -0.029
H -1.794 -6.591 2.142 0.163 0.024 0.265
H 1.171 -5.476 0.769 0.003 -0.142 -0.247
H 1.209 -5.230 2.507 -0.147 -0.063 0.220
H 1.515 -3.888 1.419 0.209 0.190 -0.019
H -2.400 -3.607 3.474 -0.309 0.020 -0.026
H -0.951 -2.635 3.386 0.101 0.304 0.086
H -0.878 -4.243 4.068 0.158 -0.235 -0.047
H -2.238 -1.806 -3.699 -0.252 0.136 0.029
H -1.148 -2.716 -4.727 0.079 -0.288 -0.027
H -0.524 -1.465 -3.665 0.172 0.238 0.026
H -3.185 -4.679 -2.805 -0.336 0.119 -0.010
H -2.104 -5.738 -1.940 -0.011 -0.291 0.266
H -1.879 -5.474 -3.656 0.244 0.068 -0.226
H 1.475 -3.405 -2.150 0.219 0.167 0.092
H 1.049 -4.443 -3.499 -0.166 0.002 -0.249
H 0.938 -5.044 -1.854 0.032 -0.224 0.211
```
Forces are in eV/Å.

The calculation puts the largest force on an atom at 0.07941 Eh/bohr. For the molar mass, the calculation gives 1067.1 g mol⁻¹. As for the charge: -2.


Entry 2:
The following is a quantum chemistry calculation of an isolated ion of composition C5H6NO2 and charge +1 at a distorted geometry, from the OMol25 dataset.

```
14
Properties=species:S:1:pos:R:3:forces:R:3
C 1.644 0.113 0.250 -2.536 -1.587 1.220
C -0.164 -0.921 -0.464 -1.517 -3.891 -3.654
C 2.917 0.314 0.370 1.662 1.996 0.255
C -2.980 -0.035 0.561 3.184 -0.462 -0.193
C -1.986 0.470 -0.197 -2.065 -2.442 2.039
N -0.680 0.091 -0.104 -2.020 3.447 1.697
O 1.174 -1.007 -0.281 2.118 -0.208 -0.553
O 4.140 0.417 0.229 3.278 0.749 -2.279
H 0.793 0.676 0.698 1.175 0.289 -0.140
H -0.621 -1.657 -1.217 0.938 0.429 1.635
H -3.940 0.297 0.360 -1.757 0.452 0.101
H -2.708 -0.757 1.348 -0.607 0.378 -0.430
H -2.164 1.169 -0.912 -0.497 2.161 -1.948
H 4.575 0.831 -0.639 -1.357 -1.310 2.251
```
Forces are in eV/Å.

The calculation puts the largest force on an atom at 0.10791 Eh/bohr. For the molar mass, the calculation gives 112.1 g mol⁻¹. As for the charge: +1. As for the multiplicity: 3.


Entry 3:
The following is a quantum chemistry calculation of a 2-piece molecular cluster, C5H3Br overall at a distorted geometry, from the OMol25 dataset.

```
9
Properties=species:S:1:pos:R:3:forces:R:3
C 0.190 -1.596 -0.610 -6.975 -0.873 -1.694
C 1.372 -1.678 -0.311 4.032 -0.734 0.959
C -1.028 -2.067 -0.951 0.940 -1.086 -0.450
C 1.013 0.653 0.556 2.027 -0.023 0.409
C 2.182 0.420 0.578 -1.453 0.555 0.128
Br 3.665 -0.225 0.076 4.336 -0.259 -0.416
H -1.449 -2.940 -0.360 0.208 1.548 -0.494
H -1.494 -1.881 -1.957 0.431 0.074 1.213
H 0.041 0.812 0.638 -3.546 0.798 0.346
```
Forces are in eV/Å.

The calculation puts the largest force on an atom at 0.14062 Eh/bohr. For the molar mass, the calculation gives 143.0 g mol⁻¹. As for the charge: 0.


Calculated energy above the lowest of the compared OMol25 structures with the same formula, charge and spin (kcal per mole), listed in the same order as above: 42.8; 59.3; 114.3